Formula: C58H104O48
Source: OMol25
Level of theory: ωB97M-V/def2-TZVPD

Positions of all 210 atoms, in Å:
1 C -0.67471 -1.54251 -6.79949
2 C 0.09306 -1.86913 -5.53587
3 O 1.42224 -1.59244 -5.90314
4 C 1.48243 -1.32729 -7.22648
5 O 2.54182 -1.14070 -7.84774
6 O 0.26445 -0.98914 -7.67307
7 H -1.54906 -0.94015 -6.55297
8 H -1.05891 -2.48765 -7.18315
9 H -0.24998 -2.87753 -5.30446
10 H -0.13148 -1.26558 -4.65643
11 C -3.69901 1.29165 7.20894
12 C -4.00925 2.68285 6.77004
13 O -3.54501 2.77766 5.47402
14 C -2.71941 1.77985 5.20555
15 O -1.94630 1.66739 4.27194
16 O -2.84766 0.81294 6.11824
17 H -4.59083 0.67517 7.32166
18 H -3.19211 1.41514 8.16597
19 H -3.48926 3.43313 7.36568
20 H -5.09792 2.72920 6.79775
21 C 1.07726 4.36820 -4.43987
22 C 0.16642 4.99682 -5.50358
23 O -0.53203 3.91841 -6.01696
24 C -0.25685 2.72591 -5.39004
25 O -0.89018 1.64388 -5.41967
26 O 0.67732 3.00436 -4.57848
27 H 0.94948 4.62389 -3.38802
28 H 2.10003 4.55294 -4.76838
29 H 0.83142 5.50201 -6.20406
30 H -0.41061 5.76537 -4.98932
31 C 0.70075 1.17586 0.50458
32 C -0.29533 0.12818 1.04732
33 O -0.51443 -0.59053 -0.21563
34 C 0.43535 -0.32327 -1.14794
35 O 0.54123 -0.85306 -2.23788
36 O 1.13776 0.73595 -0.80483
37 H 1.59259 1.07545 1.12315
38 H 0.38739 2.21978 0.49328
39 H -1.15771 0.59965 1.51862
40 H 0.10422 -0.66750 1.67610
41 C 0.11726 -6.03599 -5.02705
42 C 1.28469 -6.75219 -5.56885
43 O 1.26081 -6.47885 -6.93573
44 C 0.39388 -5.46947 -7.17079
45 O 0.29493 -4.89019 -8.21045
46 O -0.18292 -5.16326 -6.09889
47 H 0.25843 -5.41733 -4.14081
48 H -0.65785 -6.72906 -4.70003
49 H 1.17400 -7.77099 -5.19751
50 H 2.23499 -6.45681 -5.12412
51 C -2.02155 -3.02719 0.66184
52 C -0.81178 -3.72139 0.22956
53 O -0.89789 -4.94913 0.89560
54 C -2.17919 -5.19065 1.07025
55 O -2.65985 -6.21412 1.48445
56 O -2.88442 -4.11082 0.91476
57 H -2.37359 -2.48644 -0.21666
58 H -1.80421 -2.32790 1.46922
59 H 0.04164 -3.06396 0.39559
60 H -0.77365 -3.85377 -0.85170
61 C -2.45418 -5.64329 5.10554
62 C -1.46611 -4.63135 4.47390
63 O -1.22490 -3.49537 5.28921
64 C -0.51025 -2.53919 4.80652
65 O -0.15460 -2.30834 3.62449
66 O -0.36040 -1.73896 5.79644
67 C 0.04819 -0.40916 5.48522
68 H -3.32742 -5.22894 5.60940
69 H -1.90476 -6.22733 5.84388
70 H -2.77540 -6.32336 4.31660
71 H -1.89455 -4.23066 3.55520
72 H -0.55163 -5.16273 4.21034
73 H 1.13231 -0.33719 5.39798
74 H -0.39811 0.08517 6.34809
75 H -0.52344 -0.02687 4.63952
76 C 5.20176 -5.07760 -6.59330
77 C 4.28030 -3.89629 -6.09890
78 O 3.68587 -4.22968 -4.85976
79 C 3.72354 -3.40637 -3.74829
80 O 4.53555 -2.46621 -3.60161
81 O 2.91022 -3.89613 -2.80836
82 C 2.80362 -3.24968 -1.49990
83 H 4.58964 -5.96980 -6.72516
84 H 5.87452 -5.36115 -5.78392
85 H 5.83474 -4.95662 -7.47239
86 H 3.43691 -3.75974 -6.77576
87 H 4.91374 -3.00988 -6.06536
88 H 2.55578 -2.19039 -1.43222
89 H 3.70895 -3.46375 -0.93188
90 H 1.95152 -3.62128 -0.93074
91 C -5.67086 -1.46220 0.34371
92 C -5.57712 -2.32600 1.60502
93 O -5.04027 -1.67135 2.69029
94 C -4.76835 -2.37444 3.84976
95 O -4.81324 -3.59765 4.00752
96 O -4.34129 -1.58103 4.85873
97 C -4.23485 -2.06859 6.14785
98 H -6.09370 -2.13855 -0.39916
99 H -4.69517 -1.09937 0.02045
100 H -6.32937 -0.60450 0.48079
101 H -5.03301 -3.23550 1.35038
102 H -6.60113 -2.61960 1.83593
103 H -4.33830 -3.15310 6.18294
104 H -4.91754 -1.50813 6.78653
105 H -3.25992 -1.70530 6.47287
106 C 4.67718 -1.31423 4.33085
107 C 3.79684 -1.67434 3.13624
108 O 3.14311 -2.95163 3.09151
109 C 3.43231 -3.91527 2.24706
110 O 4.38920 -3.94920 1.48371
111 O 2.46597 -4.77332 2.37682
112 C 2.29902 -5.89031 1.60784
113 H 5.66269 -1.77383 4.25578
114 H 4.12163 -1.41926 5.26275
115 H 4.93053 -0.25466 4.36585
116 H 4.25436 -1.37231 2.19414
117 H 2.89993 -1.05496 3.13159
118 H 2.24113 -6.79696 2.21012
119 H 3.14183 -6.16959 0.97558
120 H 1.48299 -5.80810 0.88990
121 C 0.60416 3.61079 4.74712
122 C -0.42893 4.71098 4.67055
123 O 0.02799 5.80296 5.50826
124 C -0.87202 6.64003 6.17224
125 O -2.04163 6.35646 6.45797
126 O -0.18840 7.81954 6.48499
127 C -0.99084 8.77871 7.19259
128 H 1.55153 3.98816 4.36218
129 H 0.24375 2.75046 4.18318
130 H 0.55146 3.22420 5.76490
131 H -1.40686 4.40331 5.04082
132 H -0.52149 4.95336 3.61188
133 H -1.81347 8.50451 7.85304
134 H -1.57353 9.24473 6.39799
135 H -0.43170 9.46287 7.83086
136 C -3.61806 -3.88980 -2.36125
137 C -3.12820 -2.53735 -2.69931
138 O -3.20283 -2.29475 -4.05491
139 C -4.21747 -1.52310 -4.44300
140 O -5.23212 -1.25096 -3.73248
141 O -3.88231 -0.88700 -5.63010
142 C -4.84113 -0.04325 -6.26703
143 H -4.53187 -4.01209 -2.94270
144 H -3.96056 -3.85150 -1.32716
145 H -2.93918 -4.70417 -2.61425
146 H -2.05013 -2.50399 -2.54194
147 H -3.64239 -1.84325 -2.03452
148 H -4.43047 0.18582 -7.25039
149 H -4.96895 0.85100 -5.65706
150 H -5.77240 -0.56379 -6.49042
151 C 4.53667 0.80168 0.57796
152 C 4.80926 2.25493 1.19780
153 O 5.01513 2.41888 2.57506
154 C 4.04260 2.25786 3.49470
155 O 2.91979 1.74747 3.24407
156 O 4.56198 2.47832 4.62120
157 C 3.83561 2.17650 5.77563
158 H 5.26705 0.05940 0.89995
159 H 4.60956 0.80233 -0.50960
160 H 3.56604 0.42680 0.90268
161 H 4.08076 3.01852 0.92520
162 H 5.63852 2.68768 0.63820
163 H 3.04230 2.85220 6.09529
164 H 4.64939 2.10829 6.49758
165 H 3.29804 1.23452 5.66698
166 C 7.71900 1.98782 -3.37311
167 C 6.61815 3.10084 -3.40771
168 O 5.54260 2.47756 -4.12967
169 C 4.33937 2.37502 -3.59963
170 O 3.96682 2.85761 -2.49374
171 O 3.71018 1.48755 -4.33512
172 C 2.61247 0.73582 -3.82137
173 H 8.57358 2.25714 -2.75243
174 H 8.17150 2.00403 -4.36461
175 H 7.42544 0.98836 -3.05216
176 H 6.93414 3.98625 -3.95934
177 H 6.48582 3.39694 -2.36708
178 H 2.10201 1.34301 -3.07381
179 H 3.05027 -0.14318 -3.34830
180 H 1.84564 0.47771 -4.55175
181 C -3.94976 3.49554 1.89934
182 C -4.44567 2.09516 1.46110
183 O -3.55255 1.46194 0.50398
184 C -3.38727 1.99910 -0.69283
185 O -4.00147 2.98146 -1.18896
186 O -2.38175 1.42347 -1.20743
187 C -1.67732 1.81778 -2.35282
188 H -2.91846 3.63826 2.22207
189 H -4.61299 3.81945 2.70140
190 H -4.01194 4.21819 1.08569
191 H -5.46558 2.21168 1.09461
192 H -4.49258 1.46363 2.34827
193 H -0.62039 1.92128 -2.10729
194 H -1.90835 2.85490 -2.59596
195 H -1.87542 1.22680 -3.24702
196 C -2.79325 6.62675 -0.98161
197 C -2.12013 5.63635 -1.92767
198 O -1.15041 4.80557 -1.34573
199 C -0.00791 5.29459 -0.99755
200 O 0.42670 6.34992 -1.49338
201 O 0.49162 4.59822 -0.01757
202 C 1.86563 4.86384 0.35090
203 H -3.27391 7.41567 -1.56011
204 H -2.12072 7.08140 -0.25422
205 H -3.58836 6.12730 -0.42803
206 H -1.62464 6.14722 -2.75326
207 H -2.96348 5.05877 -2.30619
208 H 2.00974 4.30224 1.27391
209 H 2.03727 5.91497 0.58276
210 H 2.52481 4.41829 -0.39413

Calculated values
Energy above the lowest of the compared OMol25 structures with the same formula, charge and spin ... 0.0 kcal per mole
HOMO-LUMO gap ... 10.0 eV
Net charge ... 0


Formula: C16H20F3N2O2Pt
Source: OMol25
Level of theory: ωB97M-V/def2-TZVPD

Positions of all 44 atoms, in Å:
1 Pt -0.05857 0.19098 0.11754
2 C 2.82474 -0.83229 0.53105
3 O 1.99476 0.18346 -0.08461
4 C 2.44982 1.52075 0.21686
5 C 1.58462 2.49207 -0.53831
6 O 0.23828 2.32749 -0.06712
7 C -0.70217 3.23604 -0.65543
8 H 3.85215 -0.65137 0.22019
9 H 2.47146 -1.78973 0.16687
10 H 2.73094 -0.77976 1.61515
11 H 3.48817 1.61623 -0.10446
12 H 2.38745 1.68986 1.29484
13 H 1.62520 2.28568 -1.61177
14 H 1.91829 3.51500 -0.35500
15 H -0.32886 4.25336 -0.54324
16 H -1.63423 3.12083 -0.11214
17 H -0.84615 3.00320 -1.71164
18 C -4.76687 -1.08618 -1.24970
19 N -4.17499 -0.78306 0.05897
20 C -4.82430 -1.31335 1.26545
21 C -3.01372 -0.22971 0.13902
22 N -2.00722 0.34317 0.25249
23 H -5.82502 -0.83482 -1.21798
24 H -4.64784 -2.14498 -1.47822
25 H -4.27889 -0.49122 -2.01653
26 H -5.87844 -1.04533 1.23505
27 H -4.36624 -0.87333 2.14655
28 H -4.72092 -2.39750 1.30221
29 F -0.44098 -9.03978 2.15158
30 C -0.49797 -8.61317 0.88316
31 F 0.50851 -9.20288 0.21464
32 F -1.64200 -9.08225 0.35246
33 C -0.42064 -7.11519 0.77813
34 C -0.28819 -6.32469 1.90784
35 C -0.21476 -4.94711 1.77647
36 C -0.27840 -4.35462 0.51607
37 C -0.40416 -5.16438 -0.61639
38 C -0.47602 -6.53734 -0.48469
39 C -0.22998 -2.92443 0.38427
40 C -0.16340 -1.72178 0.27684
41 H -0.24695 -6.78306 2.88567
42 H -0.10394 -4.32108 2.65144
43 H -0.43622 -4.70580 -1.59540
44 H -0.57849 -7.16580 -1.35978

Calculated values
HOMO-LUMO gap ... 8.6 eV
Net charge ... +1


Formula: C55H47F8NO5
Source: OMol25
Level of theory: ωB97M-V/def2-TZVPD

Positions of all 116 atoms, in Å:
1 C 6.21303 1.73767 -2.77589
2 C 5.20300 2.71081 -3.29596
3 O 5.13510 3.07474 -4.43419
4 N 4.24321 3.19508 -2.28624
5 C 4.49244 4.65065 -2.14826
6 C 2.92724 2.84325 -2.64096
7 C 2.38038 1.62843 -2.47035
8 O 2.96363 0.51154 -1.99264
9 C 0.97140 1.65323 -2.94723
10 O 0.20743 0.74130 -3.01919
11 O 0.67691 2.94452 -3.29580
12 C 1.86337 3.69357 -3.25842
13 O 1.87867 4.80523 -3.67316
14 H 6.87055 1.46731 -3.60493
15 H 6.79232 2.15143 -1.94932
16 H 5.68515 0.83954 -2.44664
17 H 4.10421 5.23263 -2.98208
18 H 4.09091 5.01209 -1.20063
19 H 5.57599 4.80352 -2.11296
20 H 2.33879 0.06380 -1.40037
21 F 3.16986 3.56241 0.31626
22 C 2.49046 2.58324 0.94711
23 C 1.19820 2.32763 0.53609
24 C 0.49880 1.29711 1.14768
25 C 1.09337 0.55737 2.16244
26 C 2.39676 0.83287 2.55668
27 C 3.11132 1.85159 1.93875
28 H 0.75688 2.92232 -0.25132
29 H -0.51130 1.07763 0.83373
30 H 0.54480 -0.24064 2.64251
31 H 2.86278 0.25767 3.34172
32 H 4.13151 2.07937 2.21750
33 F 7.00469 -1.11392 -1.84647
34 C 6.20025 -2.19684 -1.74877
35 C 6.57906 -3.36650 -2.37539
36 C 5.74459 -4.47017 -2.26429
37 C 4.56107 -4.38617 -1.54294
38 C 4.20633 -3.19471 -0.92574
39 C 5.03162 -2.08409 -1.02413
40 H 7.50106 -3.39734 -2.93686
41 H 6.01809 -5.39825 -2.74654
42 H 3.91465 -5.24988 -1.46404
43 H 3.28286 -3.12780 -0.36552
44 H 4.78162 -1.14445 -0.54956
45 F -1.33224 2.08244 -1.18580
46 C -2.18395 2.93015 -1.81106
47 C -3.38351 2.43708 -2.28110
48 C -4.25264 3.30971 -2.91988
49 C -3.90931 4.64518 -3.08397
50 C -2.69321 5.11185 -2.60558
51 C -1.81797 4.25147 -1.95806
52 H -3.62537 1.39088 -2.14862
53 H -5.20095 2.94452 -3.28935
54 H -4.59130 5.31988 -3.58283
55 H -2.42018 6.15019 -2.73720
56 H -0.86604 4.59647 -1.57666
57 F 2.01631 -1.65983 4.41439
58 C 1.35358 -2.66832 5.02760
59 C 0.05950 -2.94884 4.64084
60 C -0.61047 -3.98650 5.27362
61 C 0.01212 -4.71780 6.27591
62 C 1.31447 -4.41036 6.64597
63 C 1.99866 -3.37889 6.01843
64 H -0.41078 -2.36539 3.86074
65 H -1.62525 -4.22264 4.98186
66 H -0.51326 -5.52300 6.76326
67 H 1.80182 -4.97438 7.43009
68 H 3.01517 -3.12531 6.28754
69 F -2.00455 -5.44078 8.58463
70 C -2.99162 -4.60619 8.97643
71 C -4.28476 -4.86934 8.57343
72 C -5.29280 -4.00607 8.97810
73 C -4.99618 -2.90267 9.76638
74 C -3.68547 -2.66091 10.15444
75 C -2.66824 -3.51823 9.76075
76 H -4.49119 -5.73322 7.95610
77 H -6.31359 -4.19805 8.67596
78 H -5.78576 -2.23200 10.07722
79 H -3.45081 -1.79974 10.76553
80 H -1.64013 -3.35173 10.05237
81 F 7.49787 -5.02657 -4.86620
82 C 8.60209 -5.79971 -4.77407
83 C 9.13947 -6.05490 -3.52821
84 C 10.27236 -6.85245 -3.44709
85 C 10.84742 -7.37417 -4.59719
86 C 10.28632 -7.10032 -5.83719
87 C 9.15168 -6.30841 -5.93332
88 H 8.67914 -5.63743 -2.64242
89 H 10.70536 -7.06637 -2.47916
90 H 11.73133 -7.99355 -4.52714
91 H 10.73338 -7.50353 -6.73591
92 H 8.69453 -6.08498 -6.88765
93 F -7.01469 4.77427 -2.43712
94 C -7.20522 5.42850 -1.26891
95 C -8.00173 6.55446 -1.25758
96 C -8.19280 7.21580 -0.05280
97 C -7.58728 6.74964 1.10603
98 C -6.78776 5.61542 1.06295
99 C -6.59175 4.94122 -0.13342
100 H -8.45915 6.90136 -2.17447
101 H -8.81751 8.09832 -0.02121
102 H -7.73787 7.27080 2.04177
103 H -6.31113 5.25282 1.96373
104 H -5.97312 4.05541 -0.19306
105 F -7.72103 -0.28352 -1.91217
106 C -8.58849 0.54200 -2.53464
107 C -9.79344 0.03291 -2.97489
108 C -10.68089 0.88895 -3.61076
109 C -10.35314 2.22475 -3.79994
110 C -9.13268 2.71103 -3.35023
111 C -8.23925 1.86588 -2.70716
112 H -10.02473 -1.01223 -2.82004
113 H -11.63218 0.50920 -3.95904
114 H -11.04882 2.88647 -4.29839
115 H -8.87277 3.74847 -3.49804
116 H -7.28661 2.22199 -2.34020

Calculated values
HOMO-LUMO gap ... 8.7 eV
Net charge ... 0
Structure (SMILES) ... CC(=O)N(C)C1=C(O)C(=O)OC1=O.Fc1ccccc1.Fc1ccccc1.Fc1ccccc1.Fc1ccccc1.Fc1ccccc1.Fc1ccccc1.Fc1ccccc1.Fc1ccccc1


Formula: C27H27BInN9S2
Source: OMol25
Level of theory: ωB97M-V/def2-TZVPD

Positions of all 67 atoms, in Å:
1 In -0.25950 -0.92136 -0.21647
2 C -3.69352 -2.65373 2.38720
3 N -3.89533 -1.67966 1.34955
4 C -5.00503 -1.53581 0.57018
5 C -4.83084 -0.40620 -0.16644
6 N -3.63059 0.15443 0.15766
7 B -3.37869 1.68239 -0.10721
8 N -1.92986 2.08854 -0.56277
9 C -1.45470 3.31814 -0.21557
10 C -0.40256 3.62897 -1.02183
11 N -0.22679 2.57623 -1.86988
12 C 0.68107 2.51899 -2.98324
13 C -1.16491 1.65359 -1.56651
14 S -1.20672 0.08662 -2.29924
15 C -3.08026 -0.63918 1.08039
16 S -1.55335 -0.42280 1.85261
17 H -4.20126 -3.58185 2.13750
18 H -4.09834 -2.27925 3.32839
19 H -2.62779 -2.84049 2.52119
20 H -5.82958 -2.21423 0.60245
21 H -5.49419 0.05084 -0.86861
22 H -3.57437 2.23088 0.92535
23 H -4.10415 2.00826 -0.98401
24 H -1.91448 3.89901 0.55768
25 H 0.20214 4.51277 -1.05255
26 H 1.57218 3.10318 -2.76475
27 H 0.20410 2.93034 -3.87478
28 H 0.94998 1.48274 -3.18838
29 N 1.12305 -2.68617 0.72819
30 C 0.30469 -3.84371 0.97227
31 C 0.65156 -4.80621 1.88940
32 C -0.12647 -5.96381 2.05461
33 C -1.26519 -6.15307 1.31862
34 C -1.67116 -5.18163 0.37945
35 C -2.80475 -5.32932 -0.44806
36 C -3.09487 -4.36307 -1.37695
37 C -2.30551 -3.20858 -1.42021
38 N -1.25361 -3.03851 -0.65294
39 C -0.88532 -4.00396 0.21719
40 H 1.84451 -2.91236 0.04069
41 H 1.60582 -2.41131 1.58425
42 H 1.55321 -4.68613 2.47357
43 H 0.21240 -6.72034 2.74656
44 H -1.84775 -7.05372 1.43366
45 H -3.41601 -6.21395 -0.35465
46 H -3.91242 -4.47575 -2.06802
47 H -2.53906 -2.40473 -2.10814
48 N 7.88737 6.67512 -1.37210
49 C 7.09244 5.89778 -1.10303
50 C 6.07330 4.96944 -0.76317
51 C 5.83935 3.83345 -1.53788
52 C 4.81997 2.96345 -1.20065
53 C 4.02247 3.20805 -0.08349
54 C 4.26387 4.34242 0.69457
55 C 5.27817 5.21628 0.35544
56 N 2.96879 2.31794 0.25895
57 C 2.13044 2.46086 1.33209
58 C 1.26602 1.41302 1.30555
59 N 1.55407 0.62202 0.23174
60 C 2.58698 1.18851 -0.37365
61 H 6.45013 3.63647 -2.40458
62 H 4.65667 2.09018 -1.81211
63 H 3.67341 4.55849 1.56974
64 H 5.45603 6.09802 0.95214
65 H 2.18677 3.26334 2.03684
66 H 0.48756 1.18111 2.00607
67 H 3.08038 0.76901 -1.22987

Calculated values
Energy above the lowest of the compared OMol25 structures with the same formula, charge and spin ... 7.4 kcal per mole
HOMO-LUMO gap ... 8.0 eV
Net charge ... +2


Formula: CH7O2
Source: OMol25
Level of theory: ωB97M-V/def2-TZVPD

Positions of all 10 atoms, in Å:
1 O 0.53797 1.38431 1.18524
2 H 1.19475 1.87082 0.67827
3 H 0.68727 1.60322 2.13049
4 H 0.18165 0.18835 0.34163
5 C -0.93394 -0.93347 -1.11229
6 O 0.24837 -0.61603 -0.28999
7 H -1.64613 -0.16931 -0.82874
8 H -1.29454 -1.90402 -0.80731
9 H -0.62475 -0.93347 -2.14914
10 H 0.93825 -1.21559 0.02355

Calculated values
Energy above the lowest of the compared OMol25 structures with the same formula, charge and spin ... 4.6 kcal per mole
HOMO-LUMO gap ... 13.8 eV
Net charge ... +1


Listing HOMO level for the structures above in their given order: -9.96; -11.00; -8.96; -13.95; -17.73 eV.